Here is 14 unconnected molecules or ions with the total composition C64H170N14O18 at a distorted geometry from the Open Molecules 2025 dataset. Energies are from ωB97M-V/def2-TZVPD.

Geometry as XYZ:
```
266
Properties=species:S:1:pos:R:3:mulliken_charge:R:1
C -7.8504 3.0683 6.2719 -1.27
C -8.2331 3.6212 4.9354 0.76
C -7.7699 2.8498 3.7494 -0.66
O -6.3663 3.0364 3.6231 -0.18
C -5.7579 2.2596 2.6497 -0.76
N -9.7262 3.7368 4.9011 -0.72
H -6.7708 3.0565 6.3931 0.10
H -8.3583 2.0981 6.4045 0.36
H -8.1715 3.7686 7.0643 0.39
H -7.7097 4.6023 4.8996 0.13
H -8.2756 3.2794 2.8240 0.19
H -7.9062 1.7846 3.7978 0.40
H -5.9034 1.1549 2.7744 0.38
H -4.7074 2.5531 2.7107 0.11
H -6.0500 2.5197 1.6094 0.32
H -10.0121 4.4691 5.5311 0.26
H -10.0740 3.9351 3.9908 0.23
C 0.8427 5.1933 -0.1365 -0.73
C 0.7809 5.4973 -1.6333 0.32
C 0.8859 4.2676 -2.4896 0.21
O 2.2278 3.7796 -2.5378 -0.33
C 2.4013 2.6083 -3.4012 -0.42
N -0.4977 6.0831 -1.9001 -0.65
H 1.7338 4.5408 0.0299 0.00
H -0.0444 4.7012 0.2337 -0.20
H 0.9329 6.0895 0.4199 0.57
H 1.5553 6.2172 -1.9678 0.25
H 0.5004 4.6106 -3.5318 0.25
H 0.2007 3.4793 -2.1065 -0.30
H 1.6526 1.8039 -3.2666 0.05
H 3.3700 2.1535 -3.1747 0.15
H 2.3893 3.0353 -4.4297 0.42
H -0.8236 5.9066 -2.8376 0.27
H -1.1603 5.8382 -1.1956 0.26
C -3.2004 -3.1414 -7.7670 -1.44
C -3.1026 -1.7563 -7.1813 0.95
C -1.6363 -1.4402 -6.7827 -0.65
O -0.9996 -2.5936 -6.2217 -0.24
C 0.3654 -2.2392 -6.1430 -0.54
N -3.5909 -0.7143 -8.0689 -0.58
H -2.4793 -3.2953 -8.5745 0.29
H -4.1617 -3.2910 -8.2512 0.45
H -3.0209 -3.9884 -7.0862 0.12
H -3.7260 -1.7872 -6.2623 -0.15
H -1.5721 -0.5620 -6.1298 -0.01
H -1.0949 -1.1801 -7.7082 0.63
H 0.7886 -2.2446 -7.1278 0.54
H 0.8998 -3.0409 -5.6075 -0.12
H 0.5600 -1.3108 -5.5034 0.22
H -3.0685 -0.7297 -8.9571 0.28
H -4.5795 -0.8888 -8.3193 0.31
C 5.9976 -0.8169 -1.3129 -1.51
C 5.7450 -1.1739 0.1475 2.63
C 6.1188 -2.6106 0.4798 -1.31
O 5.2826 -3.4276 -0.3732 0.14
C 5.3497 -4.7960 -0.1132 -0.91
N 6.4745 -0.2190 0.9963 -0.58
H 6.0017 -1.7582 -1.9116 0.22
H 6.9960 -0.3959 -1.3678 0.50
H 5.3286 -0.0645 -1.8008 0.12
H 4.6505 -1.1513 0.3696 -0.95
H 5.9728 -2.7314 1.5680 0.43
H 7.1731 -2.7988 0.1383 0.25
H 6.2246 -5.2116 -0.5884 0.28
H 4.3936 -5.2228 -0.5063 0.13
H 5.4362 -4.9530 0.9672 0.37
H 6.1171 0.7061 0.9022 0.02
H 6.5370 -0.4833 1.9586 0.23
C 8.0379 3.8207 5.9951 -1.41
C 8.0403 2.3879 5.5688 0.44
C 6.6090 1.8976 5.4694 -0.16
O 6.4847 0.5981 4.9549 -0.32
C 5.2602 0.0231 5.2414 -0.86
N 9.0107 2.1224 4.5019 -0.79
H 7.6817 4.0532 6.9882 0.38
H 7.4138 4.4078 5.3042 0.24
H 9.1200 4.0493 5.9221 0.37
H 8.3929 1.7995 6.4594 0.23
H 6.0874 2.6602 4.8662 -0.13
H 6.1313 1.8791 6.4730 0.39
H 5.0533 0.0024 6.3282 0.46
H 5.2591 -1.0465 4.9219 0.25
H 4.4721 0.5429 4.6724 0.31
H 8.7671 1.1562 4.2238 0.41
H 8.6938 2.7129 3.6709 0.24
C -5.0629 -0.1482 -0.7790 -0.21
C -6.2308 -0.9202 -1.3832 0.14
C -7.3375 -0.0741 -1.9751 -0.68
O -8.0187 0.5492 -0.8321 -0.24
C -9.1478 1.3377 -1.0999 -0.75
N -5.6439 -1.8348 -2.4194 -0.56
H -5.4749 0.4712 0.0615 0.22
H -4.5850 0.5766 -1.4213 -0.12
H -4.2543 -0.7970 -0.3530 -0.10
H -6.6550 -1.4895 -0.5929 0.50
H -8.0320 -0.7012 -2.5541 0.44
H -6.9355 0.6903 -2.6753 0.27
H -9.9677 0.7604 -1.5028 0.30
H -8.9080 2.1105 -1.8352 0.34
H -9.3219 1.8165 -0.1289 0.16
H -5.2456 -1.2803 -3.1586 0.06
H -6.4672 -2.2999 -2.8138 0.33
C -3.3878 3.1747 -3.1777 -0.40
C -3.1037 2.4639 -4.4579 0.52
C -3.3778 0.9383 -4.1676 0.52
O -2.2172 0.4283 -3.5727 0.07
C -2.2404 -0.9289 -3.1337 1.24
N -4.0629 2.8775 -5.5432 -0.75
H -4.4433 3.2795 -2.8693 0.27
H -3.0404 4.2644 -3.2371 0.41
H -2.8027 2.6053 -2.3964 -0.44
H -2.0366 2.5357 -4.7799 0.13
H -3.5255 0.4506 -5.1324 -0.22
H -4.3872 0.8586 -3.6284 -0.66
H -3.1920 -1.1853 -2.7231 -0.17
H -1.5121 -1.0121 -2.3356 -0.62
H -1.9539 -1.6497 -3.8731 -0.46
H -3.7991 2.4506 -6.4674 0.24
H -4.1407 3.8803 -5.6131 0.25
C 6.0042 5.9311 1.2785 -1.53
C 6.2591 4.5230 1.7883 0.94
C 5.0186 3.6443 1.6070 -1.28
O 5.1719 2.3236 2.1714 0.31
C 3.9219 1.6641 2.2024 -1.22
N 7.5044 3.9014 1.2863 -0.65
H 6.9268 6.5009 1.3891 0.43
H 5.1939 6.4224 1.8390 0.37
H 5.7104 5.8340 0.1996 0.31
H 6.3961 4.5853 2.8574 -0.18
H 4.7311 3.5094 0.5960 0.45
H 4.1832 4.0633 2.1352 0.50
H 3.3425 1.7975 1.2897 0.35
H 3.3193 2.0802 2.9838 0.66
H 4.1793 0.5877 2.3745 0.06
H 7.5346 4.1082 0.3012 0.30
H 7.4827 2.8683 1.4092 0.25
C -2.5632 -8.3667 -4.7485 -1.51
C -2.3892 -7.2018 -5.6722 0.73
C -1.1723 -6.2663 -5.3582 -0.14
O -1.1876 -5.8544 -3.9527 -0.49
C -1.9679 -4.6405 -3.8128 0.10
N -2.4211 -7.7491 -6.9966 -0.72
H -2.4725 -8.1507 -3.7244 0.35
H -1.7660 -9.1105 -4.8521 0.37
H -3.5372 -8.7918 -5.0353 0.37
H -3.3691 -6.6964 -5.6007 0.16
H -1.0907 -5.2947 -5.9199 -0.11
H -0.2192 -6.8041 -5.5533 0.19
H -3.0583 -4.7805 -4.1097 0.29
H -1.5040 -3.8290 -4.4057 -0.28
H -1.9245 -4.4037 -2.7381 0.06
H -1.6218 -8.3734 -7.0939 0.30
H -2.3665 -7.0399 -7.7566 0.25
C -3.9037 5.8672 7.2494 -1.72
C -3.6583 5.8045 5.8064 0.41
C -2.6869 4.6724 5.5261 -0.65
O -2.3504 4.3992 4.1509 0.06
C -1.2443 5.1592 3.6931 -0.50
N -4.8178 5.7974 4.8961 -0.67
H -4.1980 4.9134 7.6406 0.31
H -4.6040 6.6845 7.5091 0.36
H -2.9777 6.0686 7.8173 0.42
H -3.0967 6.6590 5.5961 0.56
H -3.1198 3.7576 5.8723 -0.10
H -1.7525 4.9176 6.0588 0.57
H -1.3666 6.2340 3.8585 0.38
H -1.1921 5.0040 2.6066 -0.28
H -0.3440 4.9208 4.2509 0.37
H -5.3062 4.9395 5.0954 0.03
H -4.5708 5.7513 3.9346 0.37
C 0.4128 -2.0083 6.0674 -0.70
O 1.1642 -1.2722 5.0983 -0.21
C 0.4768 -1.1075 3.8823 -0.67
C 1.5110 -0.9206 2.8770 0.15
N 2.5612 -1.9357 2.7640 0.06
C 2.0347 -3.2706 2.4372 -1.20
C 1.3636 -3.3579 1.0639 0.31
O 0.0774 -2.7265 1.1667 -0.26
C -0.7434 -2.9230 0.0664 -0.53
H -0.5719 -1.5460 6.2323 0.14
H 1.0473 -2.1713 6.8951 0.27
H 0.1587 -2.9977 5.6065 0.33
H -0.0799 -0.1809 3.8918 0.45
H -0.1801 -1.9946 3.7524 0.67
H 1.9637 0.0378 3.1502 0.16
H 1.0991 -0.6765 1.8816 -0.96
H 2.9315 -2.1004 3.7185 0.37
H 1.3064 -3.5331 3.2605 0.22
H 2.8448 -3.9468 2.5569 0.69
H 1.2135 -4.3589 0.7033 0.79
H 1.9872 -2.8866 0.2892 -0.58
H -1.6623 -2.3802 0.2398 0.17
H -0.9838 -3.9863 0.0006 0.49
H -0.3282 -2.5839 -0.9011 -0.18
C 3.2505 -5.9710 -4.8033 -0.92
O 3.9412 -4.7707 -4.9554 0.03
C 5.1196 -4.8387 -5.7053 -0.70
C 4.8959 -5.0116 -7.1860 -0.44
N 5.7902 -4.1552 -7.9152 -0.25
C 5.5698 -4.0654 -9.3577 -0.60
C 6.5929 -3.2067 -10.0527 -0.61
O 6.3874 -1.8217 -9.7833 -0.31
C 7.6054 -1.1057 -9.9984 -0.74
H 2.8324 -6.3377 -5.7149 0.36
H 2.3656 -5.8620 -4.2104 0.26
H 3.9346 -6.8004 -4.4459 0.33
H 5.8756 -5.5998 -5.2513 0.28
H 5.5542 -3.8202 -5.5673 0.29
H 3.8711 -4.6159 -7.3862 0.15
H 4.9387 -6.0776 -7.3393 0.30
H 5.7524 -3.2724 -7.4237 0.22
H 4.5569 -3.7775 -9.6884 0.38
H 5.6937 -5.0930 -9.7869 0.33
H 6.5155 -3.2789 -11.1241 0.39
H 7.6231 -3.4661 -9.6781 0.35
H 8.3533 -1.4272 -9.2634 0.32
H 7.4006 -0.0059 -9.9427 0.24
H 8.0118 -1.2406 -10.9775 0.31
C -3.2201 -1.4959 11.7912 -0.66
O -3.8902 -0.8872 10.6518 -0.34
C -4.3103 -1.8479 9.6774 -0.80
C -4.7855 -1.2539 8.3587 -0.59
N -3.6445 -0.6111 7.7048 -0.21
C -3.9051 0.3752 6.6819 -0.97
C -2.5979 0.8146 5.9835 0.41
O -1.8883 1.6057 6.9799 -0.37
C -0.6682 2.1087 6.4535 -0.39
H -2.3804 -2.2110 11.4163 0.27
H -3.9091 -2.1554 12.3532 0.27
H -2.7551 -0.7394 12.3060 0.28
H -5.0915 -2.4066 10.1004 0.53
H -3.4617 -2.4998 9.6042 0.41
H -5.6572 -0.5307 8.6129 0.26
H -5.1733 -2.0401 7.7520 0.34
H -2.9423 -0.3449 8.3759 0.29
H -4.4032 1.3465 7.0433 0.28
H -4.4911 -0.0759 5.9483 0.57
H -2.7606 1.3835 5.0617 0.17
H -1.9130 0.0258 5.6712 -0.32
H -0.0264 1.2569 6.2478 0.16
H -0.1747 2.7427 7.1900 0.30
H -0.8067 2.6558 5.5330 0.06
C -2.4487 2.9086 0.4147 0.31
O -1.2934 2.2038 0.8786 0.10
C -0.9636 1.1266 0.0787 0.23
C 0.5223 1.1712 -0.3083 1.38
N 0.9362 -0.0352 -0.9991 1.57
C 2.3674 -0.2370 -1.2482 0.02
C 2.5351 -1.2506 -2.4054 -0.89
O 1.9921 -2.5158 -1.9399 0.02
C 1.5685 -3.4597 -2.9050 -0.47
H -2.3087 3.1658 -0.6488 -0.20
H -2.6473 3.7233 1.1272 0.15
H -3.3219 2.2034 0.4576 -0.26
H -1.5252 1.0736 -0.8490 -0.31
H -1.1679 0.2476 0.6656 0.03
H 1.0353 1.2629 0.6702 -0.52
H 0.7161 1.9949 -0.9823 -1.06
H 0.6362 -0.8799 -0.4421 -1.09
H 2.8543 -0.6647 -0.3182 -0.89
H 2.8316 0.6878 -1.5261 0.69
H 3.6068 -1.4647 -2.5430 0.19
H 2.1435 -0.9549 -3.3813 0.07
H 2.3731 -3.6427 -3.6073 0.49
H 0.5992 -3.1367 -3.3846 -0.19
H 1.2311 -4.3869 -2.4420 0.48
```

Results
- LUMO (eV) = 0.47
- ΔE to the lowest compared entry with this formula, charge and spin (kcal/mol) = 58.2
- electronic energy (Ha) = -4660.80344
- gap between HOMO and LUMO (eV) = 8.95